Computed, not measured: a cluster of 12 separate species, C78H173N7O12 in total in a non-equilibrium geometry, with ωB97M-V with the def2-TZVPD basis set.

The geometry in XYZ format:
```
270
Properties=species:S:1:pos:R:3:mulliken_charge:R:1
C 1.888 0.956 -5.284 -1.1185
C 1.400 -0.309 -6.144 1.7880
C 2.139 -0.272 -7.443 -1.9953
C 1.842 -1.571 -5.379 -1.9653
C 1.001 -1.980 -4.159 1.7768
C -0.400 -1.979 -4.611 -1.0241
C -0.954 -0.737 -5.352 1.8053
C -2.255 -1.229 -5.984 -2.1176
C -1.329 0.351 -4.373 -0.3755
N -0.047 -0.360 -6.407 0.3537
O -0.477 0.572 -7.317 -0.5143
H 1.538 1.872 -5.648 0.6782
H 1.779 0.786 -4.196 -0.3282
H 2.965 1.101 -5.580 0.3405
H 2.091 0.689 -7.966 0.2997
H 3.169 -0.452 -7.153 0.4406
H 1.789 -1.056 -8.081 0.5168
H 1.909 -2.480 -6.047 0.5921
H 2.814 -1.421 -4.922 0.2478
H 1.255 -2.999 -3.899 0.1656
H 1.124 -1.237 -3.335 -1.3182
H -1.100 -2.119 -3.775 -0.5944
H -0.429 -2.859 -5.322 0.8729
H -2.648 -0.479 -6.641 0.5085
H -3.001 -1.503 -5.204 0.1962
H -2.066 -2.059 -6.641 0.5306
H -0.518 0.627 -3.701 -0.4940
H -2.074 -0.146 -3.759 -0.5726
H -1.781 1.195 -4.907 0.8824
H -0.405 1.468 -6.933 0.3909
C -4.284 -1.735 -2.401 0.0492
C -5.801 -1.923 -2.161 2.0679
C -6.154 -3.403 -2.219 -2.0999
C -6.323 -1.317 -0.883 -0.7721
C -6.291 0.174 -0.800 0.5165
C -7.204 0.724 -1.935 -1.6331
C -6.685 0.232 -3.316 1.8637
C -7.802 0.348 -4.353 -2.0460
C -5.525 0.986 -3.918 -1.2872
N -6.595 -1.202 -3.187 0.1850
O -6.193 -1.718 -4.534 -0.5478
H -3.973 -0.705 -2.408 -0.5449
H -3.672 -2.334 -1.723 -0.1756
H -4.047 -2.170 -3.378 0.1019
H -7.223 -3.593 -1.985 0.4905
H -5.897 -3.767 -3.221 0.4321
H -5.523 -3.936 -1.534 0.0741
H -7.363 -1.553 -0.606 0.3690
H -5.634 -1.711 -0.110 -0.1951
H -6.566 0.499 0.192 0.6330
H -5.293 0.616 -0.878 -0.8059
H -7.327 1.827 -2.042 0.4503
H -8.204 0.382 -1.814 0.4728
H -8.022 1.440 -4.435 0.4234
H -8.694 -0.076 -3.942 0.5132
H -7.574 -0.035 -5.353 0.3811
H -5.756 2.060 -4.179 0.4141
H -5.213 0.428 -4.764 0.5516
H -4.663 0.937 -3.255 -0.2084
H -6.995 -2.185 -4.801 0.3745
C 6.741 0.520 -4.854 -1.8776
C 6.659 1.035 -3.383 1.7637
C 7.250 0.042 -2.456 -1.3108
C 7.400 2.412 -3.351 -1.6458
C 7.117 3.298 -2.097 -0.5502
C 5.621 3.433 -2.008 -1.6627
C 4.806 2.068 -1.971 2.0928
C 5.100 1.304 -0.662 -0.9705
C 3.342 2.416 -2.019 -0.2163
N 5.226 1.339 -3.220 0.1149
O 4.521 0.106 -3.278 0.9419
H 6.258 1.224 -5.568 0.3835
H 7.782 0.500 -5.098 0.5733
H 6.390 -0.526 -4.982 0.1639
H 7.521 0.410 -1.463 0.2744
H 6.512 -0.785 -2.353 0.0416
H 8.185 -0.349 -2.889 0.4886
H 8.420 2.300 -3.579 0.5597
H 7.077 2.979 -4.224 0.4259
H 7.555 2.831 -1.186 0.2308
H 7.589 4.300 -2.070 0.4818
H 5.212 3.946 -2.928 0.4929
H 5.297 4.100 -1.208 0.3954
H 6.202 1.371 -0.485 0.1951
H 4.857 0.223 -0.739 -0.3813
H 4.494 1.737 0.136 -0.0639
H 3.163 3.286 -2.649 0.7532
H 3.124 2.667 -1.000 -0.4173
H 2.837 1.489 -2.313 -0.6820
H 3.799 0.325 -3.907 -0.5375
C -0.509 5.309 3.912 -2.1031
C -0.527 6.391 2.860 1.4008
C -1.734 7.331 3.091 -1.7661
C 0.771 7.174 3.005 -0.8551
C 1.128 8.091 1.886 -0.8352
C 1.246 7.170 0.639 -0.9815
C -0.112 6.413 0.291 0.8675
C -1.144 7.403 -0.403 -1.6071
C 0.205 5.307 -0.755 -0.4606
N -0.522 5.761 1.547 1.7613
O -1.763 5.098 1.456 -0.6202
H -0.399 5.847 4.854 0.5398
H -1.429 4.774 3.843 0.4696
H 0.293 4.570 3.684 -0.0897
H -1.631 7.958 3.953 0.3765
H -1.803 7.981 2.205 0.3078
H -2.575 6.636 3.197 0.3832
H 0.634 7.681 4.017 0.4916
H 1.610 6.487 3.049 0.0031
H 0.544 8.949 1.703 0.4869
H 2.162 8.418 2.074 0.4975
H 1.949 6.434 0.970 -0.2118
H 1.569 7.704 -0.235 0.5452
H -0.834 7.615 -1.449 0.4043
H -1.190 8.374 0.108 0.3641
H -2.091 6.936 -0.364 0.2711
H 0.937 4.566 -0.290 -0.4391
H 0.722 5.831 -1.599 0.7704
H -0.755 4.774 -1.018 -0.2494
H -1.583 4.135 1.453 0.0241
C -3.249 -3.126 2.677 -1.4823
C -3.523 -4.537 3.128 2.2512
C -2.375 -4.943 3.973 -1.6148
C -4.866 -4.592 3.763 -1.2363
C -5.248 -6.024 4.088 -0.6740
C -5.276 -6.791 2.778 -1.3426
C -4.048 -6.708 1.869 1.8328
C -2.941 -7.642 2.376 -1.5883
C -4.489 -7.073 0.452 -1.7828
N -3.624 -5.320 1.873 -0.4275
O -2.462 -5.153 0.979 0.7248
H -2.269 -2.834 2.343 -0.2523
H -3.922 -2.789 1.963 -0.0542
H -3.447 -2.441 3.492 0.6310
H -1.435 -4.972 3.364 -0.0368
H -2.107 -4.272 4.807 0.3893
H -2.544 -5.881 4.413 0.4154
H -4.801 -4.004 4.704 0.3517
H -5.636 -4.103 3.133 0.3267
H -4.668 -6.480 4.878 0.3718
H -6.264 -6.014 4.528 0.4341
H -6.162 -6.449 2.186 0.4319
H -5.486 -7.793 3.032 0.3597
H -3.058 -7.846 3.483 0.3464
H -1.949 -7.293 2.134 0.0641
H -3.024 -8.690 1.980 0.4767
H -5.104 -6.312 -0.056 0.2302
H -5.003 -8.046 0.453 0.4779
H -3.667 -7.284 -0.252 0.2171
H -1.705 -5.520 1.481 -0.3212
C 3.850 4.121 4.431 -1.5937
C 3.881 3.307 3.107 1.1962
C 2.873 3.847 2.072 -0.0969
C 5.286 3.527 2.468 -0.7844
C 6.395 2.752 3.138 -1.1181
C 6.081 1.263 3.200 -1.0515
C 4.739 1.010 3.836 1.1064
C 4.368 -0.437 3.509 -0.9999
C 4.703 1.053 5.371 -1.6300
N 3.686 1.852 3.176 0.9475
O 2.440 1.665 4.000 0.3886
H 3.701 5.213 4.125 0.4015
H 3.011 3.703 4.997 0.0967
H 4.756 4.050 5.063 0.3289
H 3.220 4.783 1.734 1.2922
H 2.972 3.213 1.162 -0.8688
H 1.833 3.938 2.395 -1.0262
H 5.288 3.393 1.398 -0.1394
H 5.566 4.584 2.656 0.5135
H 7.300 2.912 2.584 0.5982
H 6.563 3.102 4.145 0.3424
H 6.844 0.664 3.750 0.4564
H 6.006 0.921 2.198 0.1795
H 3.438 -0.747 4.063 -0.4306
H 5.188 -1.029 3.829 0.9841
H 4.205 -0.620 2.447 0.0433
H 5.448 0.306 5.622 0.5580
H 3.666 0.836 5.719 -0.0313
H 5.057 2.003 5.811 0.3699
H 1.874 1.234 3.400 0.1882
C -0.656 2.160 0.031 0.3851
C -1.287 0.982 0.850 2.5483
C -2.250 1.605 1.821 -2.0263
C -1.945 -0.067 -0.027 -0.1198
C -1.001 -0.873 -0.964 1.0470
C -0.227 -1.566 0.064 -0.1904
C 0.595 -0.698 1.002 2.6258
C 1.130 -1.549 2.172 -0.2939
C 1.773 -0.058 0.265 0.3216
N -0.367 0.224 1.704 0.3581
O 0.514 1.148 2.368 1.9381
H -0.027 2.851 0.632 -0.7025
H -0.119 1.754 -0.823 -0.2149
H -1.536 2.738 -0.342 -0.2941
H -1.761 2.257 2.546 0.3677
H -2.948 2.252 1.300 0.0832
H -2.946 0.921 2.320 0.2991
H -2.443 -0.724 0.730 -0.3978
H -2.792 0.470 -0.547 -0.9293
H -1.524 -1.599 -1.622 -0.3528
H -0.397 -0.236 -1.628 -0.8604
H 0.601 -2.156 -0.374 0.2156
H -0.917 -2.195 0.598 -0.7052
H 0.342 -2.100 2.652 -0.3357
H 1.591 -0.954 2.953 -1.1023
H 1.856 -2.319 1.977 -0.4549
H 1.342 0.421 -0.635 -1.0268
H 2.411 -0.869 -0.016 0.2361
H 2.313 0.746 0.794 -0.0022
H -0.021 1.373 3.143 -0.6792
C 3.113 -4.090 -0.104 -0.8417
C 3.283 -3.959 -1.615 2.2071
C 4.270 -2.852 -1.982 -1.7548
O 3.921 -5.147 -2.119 -0.7283
H 3.870 -4.720 0.251 0.7162
H 2.197 -4.624 0.154 0.1702
H 3.143 -3.151 0.364 -0.4443
H 2.319 -3.867 -2.181 -0.9027
H 4.532 -2.920 -3.029 0.5460
H 5.187 -3.032 -1.414 0.5464
H 3.927 -1.829 -1.801 0.0785
H 3.341 -5.905 -1.943 0.4000
C -5.098 5.800 -0.451 -1.6170
C -4.095 4.920 -1.238 2.6712
C -4.494 3.488 -1.556 -1.3573
O -3.877 5.584 -2.472 -0.6596
H -6.067 5.839 -0.990 0.3933
H -4.746 6.818 -0.613 0.4379
H -5.116 5.524 0.607 0.2653
H -3.159 4.954 -0.702 -1.0343
H -4.474 2.878 -0.642 0.0242
H -3.696 2.995 -2.182 0.0741
H -5.398 3.363 -2.170 0.4520
H -3.590 4.918 -3.163 0.3847
C 1.530 -4.627 4.217 -0.5686
C 2.963 -4.151 4.509 1.3709
C 3.127 -3.757 5.980 -1.4580
O 3.960 -5.154 4.269 -0.6579
H 1.269 -4.927 3.179 0.0925
H 0.910 -3.751 4.400 0.0165
H 1.119 -5.432 4.941 0.2993
H 3.205 -3.301 3.878 -0.3779
H 2.922 -4.574 6.632 0.4206
H 2.473 -2.914 6.154 0.1840
H 4.122 -3.310 6.097 0.3935
H 3.906 -5.347 3.326 0.3541
C -0.416 -5.977 -1.472 -1.0367
C -1.161 -5.001 -2.366 1.7953
C -2.007 -5.803 -3.450 -1.6808
O -1.897 -4.080 -1.518 1.3174
H -1.046 -6.654 -0.876 0.1301
H 0.086 -5.410 -0.699 -0.0779
H 0.381 -6.537 -1.980 0.4293
H -0.342 -4.397 -2.803 -0.8962
H -2.384 -5.122 -4.209 0.3196
H -2.783 -6.332 -2.952 0.3338
H -1.297 -6.464 -3.934 0.4409
H -2.317 -4.569 -0.817 -0.2961
C -1.848 -0.209 5.119 -0.9669
C -0.728 0.401 5.920 0.4498
C 0.568 -0.460 6.210 -1.3703
O -0.316 1.540 5.184 -0.6285
H -2.361 -1.020 5.691 0.5689
H -1.563 -0.724 4.157 -0.2379
H -2.558 0.555 4.868 0.4203
H -1.165 0.585 6.921 0.3021
H 1.123 -0.620 5.278 0.1460
H 0.331 -1.475 6.574 0.5104
H 1.170 0.017 6.974 0.4937
H 0.586 1.811 5.447 0.1397
```

## Properties
E_LUMO = 0.01235 Eh
HOMO energy = -8.17 eV
E = -118682.4374 eV
Relative energy (zero: lowest compared OMol25 entry of this formula, charge and spin) = 0.0 kJ/mol
SMILES = CC1(C)CCCC(C)(C)N1O.CC1(C)CCCC(C)(C)N1O.CC1(C)CCCC(C)(C)N1O.CC1(C)CCCC(C)(C)N1O.CC1(C)CCCC(C)(C)N1O.CC1(C)CCCC(C)(C)N1O.CC1(C)CCCC(C)(C)N1O.CC(C)O.CC(C)O.CC(C)O.CC(C)O.CC(C)O